Entry 1:
Computed, not measured: a molecular structure, C40H34BCrN8P2S2Se in a non-equilibrium geometry, with ωB97M-V/def2-TZVPD.

```
89
Properties=species:S:1:pos:R:3:forces:R:3:lowdin_charge:R:1
Cr -0.235276 -1.565257 -0.783888 -0.521 1.156 0.635 0.565
S -0.677928 -1.277186 3.235720 0.228 -0.167 -0.030 0.289
P 0.030102 0.167476 2.074693 -0.255 -0.098 -0.092 0.475
C -0.550267 0.085797 0.376466 0.224 -0.801 -0.810 -0.521
P -1.729616 1.250902 -0.320439 0.072 -0.304 0.194 0.429
S -3.370597 0.441662 -1.031661 0.013 -0.027 -0.111 0.328
C -2.223529 2.669239 0.737476 0.034 0.059 -0.063 -0.355
C -1.371540 3.753758 0.940276 -0.005 -0.001 -0.007 -0.092
C -1.800243 4.865090 1.647260 -0.058 -0.016 -0.022 -0.080
C -3.093680 4.907857 2.152871 -0.015 -0.009 -0.042 -0.091
C -3.947129 3.832733 1.957507 0.001 0.019 -0.069 -0.086
C -3.514442 2.718935 1.250517 -0.036 0.040 -0.055 -0.124
C -0.796232 2.174127 -1.601024 -0.096 0.124 -0.005 -0.370
C -1.520548 3.060053 -2.398382 0.019 0.012 0.018 -0.087
C -0.890238 3.777174 -3.400986 0.019 -0.002 -0.020 -0.067
C 0.475358 3.621724 -3.621515 -0.020 -0.004 -0.024 -0.082
C 1.201901 2.741543 -2.836188 -0.007 0.020 0.055 -0.088
C 0.562261 2.019967 -1.832873 0.078 0.276 0.129 -0.143
C -0.351057 1.695389 3.027184 0.105 0.031 0.011 -0.341
C -1.622279 1.798818 3.595251 0.027 -0.019 0.038 -0.131
C -1.937772 2.846960 4.439174 0.069 0.001 0.022 -0.079
C -0.981566 3.807428 4.749399 0.021 -0.039 0.021 -0.088
C 0.284443 3.711007 4.200981 0.009 -0.032 0.021 -0.084
C 0.598482 2.661425 3.344125 -0.020 0.009 0.026 -0.082
C 1.858083 0.203168 2.064189 0.001 0.024 0.037 -0.354
C 2.581355 -0.663851 2.873705 0.023 -0.026 -0.044 -0.102
C 3.967884 -0.587741 2.919719 -0.003 -0.043 -0.015 -0.069
C 4.640389 0.372075 2.177274 0.011 0.002 -0.009 -0.084
C 3.923517 1.259767 1.385617 -0.026 -0.002 0.017 -0.081
C 2.540408 1.170832 1.328716 0.067 -0.073 -0.004 -0.124
H -0.365599 3.739077 0.536380 -0.002 -0.010 -0.010 0.111
H -1.126440 5.699231 1.799320 -0.012 -0.013 0.004 0.108
H -3.433051 5.780842 2.697196 0.003 -0.011 0.000 0.105
H -4.957915 3.862296 2.345559 0.009 0.002 -0.002 0.105
H -4.184413 1.889280 1.063344 0.008 0.001 0.001 0.062
H -2.587460 3.167590 -2.238269 0.015 -0.019 0.004 0.105
H -1.464459 4.457329 -4.017705 0.010 -0.010 0.002 0.105
H 0.964698 4.179622 -4.410327 -0.006 -0.004 0.016 0.102
H 2.261922 2.600590 -3.011737 -0.018 0.005 0.006 0.104
H 1.114611 1.293939 -1.258043 0.088 -0.062 0.185 0.063
H -2.360811 1.034557 3.391091 0.013 0.001 -0.007 0.091
H -2.932122 2.911503 4.862441 0.011 0.000 -0.006 0.111
H -1.225341 4.621058 5.421538 0.000 -0.004 -0.011 0.105
H 1.042848 4.444708 4.444278 -0.003 -0.001 -0.001 0.103
H 1.602911 2.604219 2.953036 -0.005 -0.005 0.009 0.088
H 2.045440 -1.398548 3.463755 -0.014 0.001 0.011 0.068
H 4.522307 -1.279885 3.541946 -0.007 0.019 -0.002 0.109
H 5.720936 0.434026 2.221458 -0.014 -0.002 -0.002 0.105
H 4.438949 2.025081 0.817586 -0.008 -0.015 0.010 0.107
H 1.986364 1.887373 0.739905 -0.090 0.035 -0.170 0.098
C -3.961265 -3.163082 0.525092 0.060 -0.025 -0.068 -0.040
C -2.779819 -2.463800 0.763873 0.046 0.006 0.138 -0.173
N -1.986066 -2.514237 -0.304709 0.038 -0.050 -0.096 -0.052
N -2.643386 -3.230002 -1.245994 -0.014 0.206 -0.159 -0.013
C -3.830534 -3.624116 -0.770250 -0.005 -0.007 0.014 -0.063
B -2.079124 -3.371175 -2.663519 -0.095 -0.030 0.017 -0.518
N -0.700233 -4.062892 -2.579791 0.026 0.098 -0.040 -0.017
C -0.300143 -5.236011 -3.081246 -0.042 0.044 -0.008 -0.062
C 1.050951 -5.377963 -2.830380 0.050 0.032 0.023 -0.042
C 1.395020 -4.209823 -2.151151 0.031 0.028 -0.022 -0.130
N 0.331977 -3.415396 -1.999559 -0.113 -0.105 0.179 0.007
N -1.829154 -1.990159 -3.289839 -0.139 -0.009 0.078 -0.018
C -2.195371 -1.574441 -4.508936 0.025 -0.038 0.028 -0.062
C -1.565033 -0.375799 -4.771477 0.008 -0.048 0.043 -0.031
C -0.813698 -0.129928 -3.623189 0.033 0.081 -0.135 -0.130
N -0.984605 -1.096491 -2.723589 0.057 -0.110 0.024 -0.034
H -4.792921 -3.297101 1.194524 0.027 0.009 -0.021 0.098
H -2.461067 -1.926579 1.642975 -0.013 -0.013 -0.060 0.018
H -4.493700 -4.204846 -1.390540 0.012 0.020 0.020 0.123
H -2.830107 -4.013217 -3.346966 0.048 0.009 0.030 0.125
H -1.002826 -5.879500 -3.585336 0.025 0.022 0.015 0.125
H 1.693738 -6.196217 -3.105314 -0.018 0.028 0.010 0.096
H 2.366822 -3.908466 -1.798745 0.018 0.005 0.045 0.104
H -2.865876 -2.172662 -5.104396 0.011 0.032 0.020 0.124
H -1.641029 0.235397 -5.653841 0.003 -0.012 0.032 0.097
H -0.177456 0.710665 -3.412454 -0.089 -0.215 -0.163 0.081
Se 0.794310 -3.890127 1.519912 -0.260 0.050 0.092 1.196
N 1.116651 -2.479034 0.493295 0.191 -0.131 0.131 -0.327
C 2.420057 -2.461909 0.239838 0.062 0.197 -0.100 -0.404
C 3.074946 -1.498513 -0.583186 -0.054 -0.040 -0.023 -0.030
C 4.407184 -1.627628 -0.793112 0.057 -0.039 -0.002 -0.056
C 5.164740 -2.694022 -0.206025 -0.048 0.007 0.020 -0.065
C 4.576282 -3.624006 0.586687 0.028 0.000 -0.023 -0.014
C 3.170511 -3.534774 0.818649 0.004 -0.124 0.078 -0.395
N 2.461274 -4.412708 1.521397 0.145 0.095 0.009 -0.203
H 2.514151 -0.676588 -1.015680 -0.025 -0.006 0.029 0.108
H 4.920804 -0.903805 -1.413232 0.006 -0.011 0.014 0.113
H 6.227045 -2.748574 -0.404494 -0.007 0.011 0.002 0.106
H 5.133322 -4.435189 1.036780 -0.024 0.019 -0.010 0.118
```
Positions in Å, forces in eV/Å.

Calculated values
HOMO-LUMO gap (alpha / beta): 6.0778 / 5.9731 eV
HOMO (alpha / beta): -0.2717 / -0.2704 hartree
Relative energy (zero: lowest compared OMol25 entry of this formula, charge and spin): 0.0 kcal/mol
Total energy: -6932.635477 hartree
Multiplicity: 2
⟨S²⟩: 0.862

=====

Entry 2:
Computed, not measured: 2 unconnected molecules or ions with the total composition C3H6NO5S2 in a non-equilibrium geometry, with ωB97M-V/def2-TZVPD.

```
17
Properties=species:S:1:pos:R:3:forces:R:3:lowdin_charge:R:1
C -2.179748 -0.788934 0.155572 1.486 -0.254 1.990 -0.807
C 0.267370 1.789106 -0.452240 -1.361 -0.087 0.831 -0.116
C 0.712249 0.575130 0.329934 -1.355 1.459 -0.045 -0.666
N -1.317703 -1.836961 -0.038772 2.159 -0.434 0.158 0.145
O 2.848986 0.369677 -0.554980 -0.012 -0.160 0.041 -0.332
O -3.348907 -0.866352 -0.132304 -1.646 0.226 -0.855 0.000
O 1.851578 -1.710385 0.326308 -0.264 0.907 -1.217 -0.372
O 1.252645 -0.825265 -1.926076 -0.525 0.072 0.450 -0.300
O -1.611643 0.147368 0.872156 0.747 0.533 -0.969 -0.132
S 1.124049 0.681409 1.965928 -0.483 -0.253 0.582 0.908
S 1.721454 -0.564157 -0.590020 1.628 -1.483 0.765 0.341
H -0.835364 1.619129 -0.686188 1.455 0.198 0.017 0.105
H 0.911926 1.671631 -1.361738 -0.710 1.226 0.609 0.086
H 0.289574 2.742236 0.232125 0.443 -1.695 -1.762 0.112
H -1.404352 -2.674313 -0.533788 -1.562 -0.888 -1.100 0.069
H -0.324849 -1.774680 0.135770 -0.353 0.610 0.562 0.030
H 0.042738 1.445355 2.258307 0.352 0.022 -0.056 -0.073
```
Positions in Å, forces in eV/Å.

Calculated values
HOMO-LUMO gap (alpha / beta): 7.3077 / 7.3098 eV
HOMO (alpha / beta): -0.1950 / -0.1950 hartree
Relative energy (zero: lowest compared OMol25 entry of this formula, charge and spin): 50.5 kcal/mol
Total energy: -1345.257521 hartree
Total charge: -1